Molecular formula: C3H30NO12
Method: DFT, the ωB97M-V functional and the def2-TZVPD basis

Its HOMO-LUMO gap is 10.59 eV. For the relative energy (zero: lowest compared OMol25 entry of this formula, charge and spin), the calculation gives 38.2 kJ/mol. Its HOMO energy is -13.246 eV.

```
! wB97M-V def2-TZVPD RIJCOSX def2/J DEFGRID3
* xyz 1 1
O 3.8778 0.4257 0.2362
H 0.2389 0.3580 2.3621
H 0.2631 -3.2410 0.6336
H 1.5300 3.7896 0.9394
H 3.8330 1.3954 0.1703
H 1.7103 -3.0386 1.1513
H -3.8812 -0.7806 -0.5121
O -1.4589 0.8993 -1.3791
H 2.6898 1.8838 -1.8459
H 0.7149 0.6023 -0.1691
O 0.9311 2.6105 -1.9395
H 2.8909 -0.9203 -2.6575
H -1.7369 0.0096 -1.1510
H 1.3715 -2.9247 -2.7193
H 0.0211 2.5187 -2.2312
O 1.2048 -3.2729 0.3706
O -3.7442 -1.2548 0.3146
O -2.1458 3.2824 0.3979
H -1.1068 0.3538 1.7625
O -3.2047 -0.7286 3.0274
N 1.2890 -0.0240 -0.7382
O 1.4697 2.9326 1.3656
H 1.7463 -0.7598 -4.0372
H -2.9209 -1.3054 2.3172
H 3.8543 0.4149 1.2078
H -2.0208 -2.5030 0.4903
H -2.4929 3.9240 1.0323
O -0.7572 -0.8074 3.7250
C 1.8307 -0.8856 -2.9516
H 0.6182 2.8579 1.8004
H -0.5403 -1.7298 3.9186
H 2.2797 -0.0701 -0.4161
H -1.3621 1.4702 -0.6011
H -2.7941 0.1189 2.8574
H -0.7818 -0.5284 4.6540
H -4.6419 -1.5646 0.4908
H 2.1656 1.5974 -3.4716
O 1.1518 -2.0186 -2.4960
O -1.4785 -3.2448 0.7863
C 1.8092 1.6246 -2.4442
H 0.0739 0.3742 -2.3968
C 1.1515 0.2306 -2.1957
H -2.1114 -3.8766 1.1441
H -2.6911 3.5695 -0.3485
H 1.0388 -0.9913 -0.4684
O -0.1831 0.3617 1.4920
*
```

Atomic partial charges in e from the Löwdin method, atoms 1 to 4: -0.043 0.051 -0.015 0.044

=====

Molecular formula: C4H5NO
Method: DFT, the ωB97M-V functional and the def2-TZVPD basis

Its HOMO-LUMO gap is 11.40 eV. For the relative energy (zero: lowest compared OMol25 entry of this formula, charge and spin), the calculation gives 283.8 kJ/mol. The SMILES is N#CC[C@H]1CO1. Its HOMO energy is -10.614 eV.

```
! wB97M-V def2-TZVPD RIJCOSX def2/J DEFGRID3
* xyz 0 1
H 0.0624 2.0828 0.7315
H -0.3854 1.5423 -0.8926
C -0.2678 1.2005 0.1405
H 0.4597 -2.1759 -0.4482
N -2.5124 -0.1750 0.4736
C -1.5546 0.4808 0.4499
C 0.7432 -1.1388 -0.6213
C 0.5119 -0.1008 0.4207
H 0.4190 -0.2078 1.5206
O 1.9225 -0.6557 -0.0975
H 0.6014 -0.8524 -1.6773
*
```

Atomic partial charges in e from the Löwdin method, atoms 1 to 4: 0.126 0.119 -0.097 0.114

=====

Molecular formula: C3H8S2
Method: DFT, the ωB97M-V functional and the def2-TZVPD basis

Its HOMO-LUMO gap is 8.65 eV. For the relative energy (zero: lowest compared OMol25 entry of this formula, charge and spin), the calculation gives 267.0 kJ/mol. The SMILES is C=C.CSS. Its HOMO energy is -7.963 eV.

```
! wB97M-V def2-TZVPD RIJCOSX def2/J DEFGRID3
* xyz 0 1
H -0.4678 0.7826 -0.3424
H 1.5241 -1.0749 -0.1365
H 0.8380 1.9259 -0.8800
S -1.2418 -2.0242 -0.1129
H 2.2478 -2.2030 1.1262
C 1.6935 -1.3617 0.8918
S 0.2296 -2.5371 1.1514
H 1.6568 -0.5664 1.6594
H -1.8422 -3.1495 -0.1040
C -1.1906 2.5470 -0.8041
C -0.1868 1.7014 -0.8590
H -2.2797 2.2893 -0.7319
H -0.9809 3.6706 -0.8581
*
```

Atomic partial charges in e from the Löwdin method, atoms 1 to 4: 0.005 0.015 0.033 0.287

=====

Molecular formula: CH4N3O
Method: DFT, the ωB97M-V functional and the def2-TZVPD basis

Its HOMO-LUMO gap (alpha / beta) is 4.39 / 5.05 eV. For the relative energy (zero: lowest compared OMol25 entry of this formula, charge and spin), the calculation gives 124.7 kJ/mol. Its HOMO energy (alpha / beta) is -1.066 / -1.519 eV.

```
! wB97M-V def2-TZVPD RIJCOSX def2/J DEFGRID3
* xyz -1 1
N 2.1755 -2.1992 -2.6282
H 0.7938 -1.5939 0.7752
H 0.5714 -0.0444 -1.3684
O 0.0150 -2.7893 -2.9023
H 1.5693 -0.0968 1.2350
N 1.0592 -2.3290 -2.4945
C 0.6045 -0.4705 0.7377
H -0.2048 -0.4771 1.5260
N 0.0472 0.1683 -0.4742
*
```

Atomic partial charges in e from the Löwdin method, atoms 1 to 4: 0.176 0.005 -0.137 -0.022

=====

Among the records above, which one has the lowest relative energy (zero: lowest compared OMol25 entry of this formula, charge and spin)?
C3H30NO12

=====

Copy entry 1 word for word.
Molecular formula: C3H30NO12
Method: DFT, the ωB97M-V functional and the def2-TZVPD basis

Its HOMO-LUMO gap is 10.59 eV. For the relative energy (zero: lowest compared OMol25 entry of this formula, charge and spin), the calculation gives 38.2 kJ/mol. Its HOMO energy is -13.246 eV.

```
! wB97M-V def2-TZVPD RIJCOSX def2/J DEFGRID3
* xyz 1 1
O 3.8778 0.4257 0.2362
H 0.2389 0.3580 2.3621
H 0.2631 -3.2410 0.6336
H 1.5300 3.7896 0.9394
H 3.8330 1.3954 0.1703
H 1.7103 -3.0386 1.1513
H -3.8812 -0.7806 -0.5121
O -1.4589 0.8993 -1.3791
H 2.6898 1.8838 -1.8459
H 0.7149 0.6023 -0.1691
O 0.9311 2.6105 -1.9395
H 2.8909 -0.9203 -2.6575
H -1.7369 0.0096 -1.1510
H 1.3715 -2.9247 -2.7193
H 0.0211 2.5187 -2.2312
O 1.2048 -3.2729 0.3706
O -3.7442 -1.2548 0.3146
O -2.1458 3.2824 0.3979
H -1.1068 0.3538 1.7625
O -3.2047 -0.7286 3.0274
N 1.2890 -0.0240 -0.7382
O 1.4697 2.9326 1.3656
H 1.7463 -0.7598 -4.0372
H -2.9209 -1.3054 2.3172
H 3.8543 0.4149 1.2078
H -2.0208 -2.5030 0.4903
H -2.4929 3.9240 1.0323
O -0.7572 -0.8074 3.7250
C 1.8307 -0.8856 -2.9516
H 0.6182 2.8579 1.8004
H -0.5403 -1.7298 3.9186
H 2.2797 -0.0701 -0.4161
H -1.3621 1.4702 -0.6011
H -2.7941 0.1189 2.8574
H -0.7818 -0.5284 4.6540
H -4.6419 -1.5646 0.4908
H 2.1656 1.5974 -3.4716
O 1.1518 -2.0186 -2.4960
O -1.4785 -3.2448 0.7863
C 1.8092 1.6246 -2.4442
H 0.0739 0.3742 -2.3968
C 1.1515 0.2306 -2.1957
H -2.1114 -3.8766 1.1441
H -2.6911 3.5695 -0.3485
H 1.0388 -0.9913 -0.4684
O -0.1831 0.3617 1.4920
*
```

Atomic partial charges in e from the Löwdin method, atoms 1 to 4: -0.043 0.051 -0.015 0.044